Below is C21H26N4O4S in the gas phase, with properties calculated with ωB97M-V/def2-TZVPD.

Positions of all 56 atoms, in Å:
C1 3.1832 -6.5314 2.5544
C2 1.9846 -5.9036 1.8540
C3 2.4141 -4.8530 0.8333
C4 1.2176 -4.2200 0.1261
C5 1.6468 -3.1711 -0.8884
O1 2.2545 -2.0839 -0.1888
C6 2.8151 -1.1384 -0.9335
O2 2.9399 -1.1822 -2.1274
C7 3.4069 -0.0313 -0.0764
S1 2.3754 0.3469 1.3668
C8 0.8589 0.3992 0.5364
N1 0.7736 0.2173 -0.7713
C9 -0.5454 0.2979 -1.0455
C10 -1.2701 0.5221 0.1169
C11 -2.6960 0.6234 0.1134
O3 -3.4514 0.7624 1.0531
N2 -3.1713 0.5190 -1.1939
C12 -2.4885 0.3147 -2.3811
O4 -3.0652 0.2441 -3.4405
N3 -1.1214 0.1793 -2.2690
C13 -0.3205 -0.0336 -3.4572
N4 -0.3354 0.5715 1.1350
C14 -0.5902 1.0074 2.4821
C15 -0.3144 2.5179 2.6108
C16 -1.0606 3.2516 1.5307
C17 -0.4387 3.5388 0.3218
C18 -1.1519 4.1027 -0.7209
C19 -2.4963 4.3923 -0.5629
C20 -3.1185 4.1291 0.6457
C21 -2.4059 3.5591 1.6849
H1 2.8577 -7.2762 3.2765
H2 3.7586 -5.7724 3.0798
H3 3.8363 -7.0165 1.8322
H4 1.3319 -5.4399 2.5969
H5 1.4096 -6.6832 1.3490
H6 3.0672 -5.3173 0.0906
H7 2.9834 -4.0696 1.3369
H8 0.6445 -4.9872 -0.3971
H9 0.5644 -3.7487 0.8628
H10 2.3687 -3.5773 -1.6054
H11 0.7877 -2.7830 -1.4478
H12 4.3738 -0.3469 0.3170
H13 3.5265 0.8651 -0.6834
H14 -4.1764 0.5991 -1.3016
H15 -0.8105 -0.7745 -4.0876
H16 0.6662 -0.3743 -3.1512
H17 -0.2289 0.8965 -4.0201
H18 -1.6417 0.8004 2.6912
H19 0.0511 0.4429 3.1645
H20 -0.6395 2.8437 3.5990
H21 0.7591 2.6934 2.5175
H22 0.6114 3.3129 0.1924
H23 -0.6584 4.3106 -1.6592
H24 -3.0560 4.8238 -1.3794
H25 -4.1658 4.3564 0.7759
H26 -2.9011 3.3363 2.6179

## Properties
**E_HOMO**: -8.05 eV
**Gap between HOMO and LUMO**: 8.466 eV
**SMILES string**: CCCCCOC(=O)CSc1nc2c(c(=O)[nH]c(=O)n2C)n1CCc1ccccc1



Below is 8 unconnected molecules or ions with the total composition C40H96N2O15PS, with properties calculated with ωB97M-V/def2-TZVPD.

Positions of all 155 atoms, in Å:
C1 -0.0731 -2.8299 3.8008
O1 0.6863 -2.4417 2.6835
C2 0.6245 -1.0656 2.4129
C3 1.4044 -0.8168 1.1375
C4 1.4496 0.6373 0.6279
C5 0.3236 1.6277 0.9844
C6 0.4335 2.2312 2.4017
C7 -0.8380 2.1508 3.2710
C8 -1.8458 3.2963 3.0049
N1 -2.6963 3.1007 1.8066
C9 -2.5172 3.7062 0.6896
C10 -3.5415 3.3922 -0.3387
C11 -4.3079 2.2097 0.2778
S1 -3.9054 0.5994 -0.4671
C12 -3.9028 2.2178 1.7975
P1 -3.8733 0.5410 2.5959
N2 -5.1971 -0.2396 2.4687
H1 0.0351 -3.9100 3.8961
H2 -1.1394 -2.6020 3.6487
H3 0.2653 -2.3475 4.7306
H4 1.0396 -0.4953 3.2606
H5 -0.4247 -0.7656 2.2906
H6 1.0217 -1.4859 0.3611
H7 2.4356 -1.1330 1.3302
H8 1.5152 0.6103 -0.4608
H9 2.3859 1.0951 0.9642
H10 -0.6689 1.1712 0.8437
H11 0.4010 2.4256 0.2347
H12 0.7225 3.2880 2.3387
H13 1.2496 1.7322 2.9423
H14 -0.5907 2.1998 4.3386
H15 -1.2991 1.1792 3.1176
H16 -1.2836 4.2137 2.7944
H17 -2.5151 3.5041 3.8456
H18 -1.6980 4.4080 0.5537
H19 -4.1935 4.2776 -0.4187
H20 -3.1241 3.2537 -1.3356
H21 -5.3763 2.4174 0.1964
H22 -3.5990 1.1151 -1.6583
H23 -4.6885 2.6974 2.3967
H24 -3.4405 0.8480 3.8945
H25 -2.7318 -0.0459 2.0603
H26 -5.9790 0.1859 1.9947
C13 -3.6697 -2.9380 0.4952
O2 -3.4552 -4.2814 0.8611
C14 -4.5211 -5.1575 0.5212
C15 -4.2090 -5.9564 -0.7210
O3 -4.1123 -5.1273 -1.8678
C16 -2.7850 -4.8551 -2.2650
H27 -2.7235 -2.4199 0.6725
H28 -3.9341 -2.8396 -0.5629
H29 -4.4486 -2.4651 1.1040
H30 -5.4496 -4.5967 0.3711
H31 -4.6731 -5.8412 1.3608
H32 -5.0136 -6.6768 -0.8922
H33 -3.2775 -6.5132 -0.5756
H34 -2.2949 -5.7523 -2.6589
H35 -2.1881 -4.4630 -1.4367
H36 -2.8354 -4.1102 -3.0578
C17 -1.4683 6.6492 -1.0659
O4 -1.2813 5.4588 -1.8144
C18 -2.0265 5.3968 -3.0279
C19 -1.1782 5.7696 -4.2224
O5 -0.7762 7.1193 -4.1596
C20 0.5733 7.3105 -3.7729
H37 -0.7007 6.6538 -0.2916
H38 -1.3504 7.5372 -1.6869
H39 -2.4586 6.6811 -0.5924
H40 -2.8911 6.0654 -2.9704
H41 -2.3905 4.3720 -3.1582
H42 -1.7710 5.6270 -5.1306
H43 -0.3073 5.1072 -4.2785
H44 1.2603 6.9604 -4.5493
H45 0.8016 6.7917 -2.8370
H46 0.7144 8.3798 -3.6350
C21 2.2314 -4.6655 -1.0132
O6 2.9733 -3.6069 -0.4391
C22 3.7802 -4.0050 0.6562
C23 5.2319 -4.0945 0.2467
O7 5.4644 -5.1055 -0.7133
C24 5.4820 -4.6055 -2.0365
H47 1.7869 -4.2835 -1.9313
H48 2.8692 -5.5203 -1.2517
H49 1.4308 -4.9948 -0.3415
H50 3.4367 -4.9633 1.0576
H51 3.6783 -3.2536 1.4465
H52 5.8490 -4.3080 1.1245
H53 5.5411 -3.1226 -0.1564
H54 6.3456 -3.9497 -2.1974
H55 4.5687 -4.0496 -2.2666
H56 5.5594 -5.4601 -2.7059
C25 -9.8341 -2.6514 -0.8340
O8 -10.7980 -2.9853 0.1425
C26 -10.8954 -4.3766 0.3971
C27 -10.1835 -4.7665 1.6715
O9 -8.7847 -4.5579 1.5757
C28 -8.3365 -3.3879 2.2273
H57 -9.7535 -1.5654 -0.8428
H58 -8.8570 -3.0851 -0.6034
H59 -10.1429 -2.9881 -1.8296
H60 -10.4785 -4.9439 -0.4414
H61 -11.9552 -4.6310 0.4858
H62 -10.3556 -5.8286 1.8673
H63 -10.5944 -4.1949 2.5101
H64 -8.4004 -3.4914 3.3160
H65 -8.9094 -2.5082 1.9204
H66 -7.2923 -3.2467 1.9508
C29 4.4269 2.0844 -3.6771
O10 3.4582 3.0696 -3.9981
C30 2.1861 2.8405 -3.4347
C31 1.9357 3.7263 -2.2344
O11 2.7916 3.4218 -1.1513
C32 3.8964 4.3006 -1.0249
H67 5.3836 2.4446 -4.0487
H68 4.4947 1.9239 -2.5972
H69 4.1955 1.1319 -4.1646
H70 2.0750 1.7889 -3.1454
H71 1.4334 3.0615 -4.2001
H72 0.9010 3.5924 -1.8944
H73 2.0573 4.7760 -2.5230
H74 3.5731 5.2992 -0.7106
H75 4.4496 4.3864 -1.9624
H76 4.5490 3.8835 -0.2601
C33 4.3707 1.9195 6.8848
O12 4.2904 0.5100 6.8177
C34 3.0165 0.0149 6.4625
C35 2.9681 -0.4209 5.0165
O13 3.1296 0.6740 4.1252
C36 4.4317 0.7673 3.5730
H77 5.4190 2.1717 7.0281
H78 4.0098 2.3885 5.9648
H79 3.7962 2.3087 7.7322
H80 2.2467 0.7738 6.6450
H81 2.7981 -0.8481 7.0984
H82 1.9979 -0.8862 4.8129
H83 3.7436 -1.1711 4.8353
H84 4.6197 -0.0485 2.8666
H85 5.1971 0.7466 4.3514
H86 4.4866 1.7156 3.0405
C37 7.1990 -0.7467 -2.4667
O14 7.3216 -1.6094 -3.5777
C38 6.1777 -1.6394 -4.4121
C39 6.3606 -0.8105 -5.6617
O15 6.4683 0.5703 -5.3640
C40 7.7944 1.0634 -5.4032
H87 8.1747 -0.7024 -1.9869
H88 6.8989 0.2606 -2.7691
H89 6.4677 -1.1321 -1.7453
H90 5.2995 -1.2841 -3.8606
H91 6.0022 -2.6821 -4.6949
H92 5.4892 -0.9473 -6.3095
H93 7.2453 -1.1571 -6.2047
H94 8.1797 1.0800 -6.4279
H95 8.4656 0.4639 -4.7832
H96 7.7671 2.0826 -5.0228

## Properties
**E_HOMO**: -10.55 eV
**Gap between HOMO and LUMO**: 6.790 eV
**Total charge**: +1



Below is 2 unconnected molecules or ions with the total composition C22H30F3N4, with properties calculated with ωB97M-V/def2-TZVPD.

Positions of all 59 atoms, in Å:
C1 -1.6468 2.1586 0.4509
N1 -0.2295 2.5030 0.2697
C2 0.0700 3.8477 -0.2264
C3 0.7097 1.6756 0.6899
C4 2.1279 1.9891 0.7352
C5 2.6417 3.2159 1.2467
C6 3.9975 3.5110 1.1639
C7 4.8830 2.5598 0.6560
C8 6.3636 2.8512 0.6424
F1 7.1183 1.7235 0.8297
F2 6.7734 3.4050 -0.5456
F3 6.7203 3.7316 1.6267
C9 4.4221 1.3339 0.1851
C10 3.0642 1.0477 0.2388
H1 -2.2522 2.9264 -0.0427
H2 -1.8526 1.1724 0.0085
H3 -1.8950 2.1164 1.5235
H4 -0.8319 4.2215 -0.7213
H5 0.3004 4.5360 0.6010
H6 0.8926 3.8440 -0.9484
H7 0.3835 0.6713 0.9887
H8 1.9694 3.9525 1.6960
H9 4.3880 4.4706 1.4995
H10 5.1312 0.6222 -0.2367
H11 2.7040 0.1049 -0.1756
C11 -3.5515 -1.5540 0.8489
N2 -2.3574 -2.0643 1.5058
C12 -2.6033 -3.2726 2.2758
C13 -1.1489 -1.7758 0.9478
N3 -1.0982 -0.9077 -0.0675
C14 -0.6729 -1.4147 -1.3509
C15 -1.7550 -1.2995 -2.4073
C16 -2.3429 -0.0656 -2.6878
C17 -3.2419 0.0399 -3.7618
C18 -3.5352 -1.0825 -4.5436
C19 -3.0349 -2.3372 -4.1707
C20 -2.1503 -2.4489 -3.0924
N4 -0.0459 -2.3780 1.4856
C21 0.0871 -2.5518 2.9276
C22 1.2144 -2.2870 0.7684
H12 -3.2631 -0.7613 0.1582
H13 -4.0481 -2.3695 0.2990
H14 -4.2464 -1.1515 1.5944
H15 -1.7008 -3.8692 2.3907
H16 -2.9878 -3.0058 3.2639
H17 -3.3656 -3.8727 1.7624
H18 0.2309 -0.8631 -1.6914
H19 -0.3988 -2.4869 -1.2691
H20 -2.0957 0.7996 -2.0729
H21 -3.6782 1.0152 -3.9901
H22 -4.1515 -0.9830 -5.4452
H23 -3.3049 -3.2310 -4.7307
H24 -1.7517 -3.4155 -2.7790
H25 -0.7873 -2.1994 3.4778
H26 0.2686 -3.6100 3.1503
H27 0.9632 -1.9882 3.2808
H28 1.2498 -3.0392 -0.0312
H29 1.3256 -1.2932 0.3245
H30 2.0257 -2.4677 1.4739

## Properties
**E_HOMO**: -10.36 eV
**Gap between HOMO and LUMO**: 5.960 eV
**Total charge**: +1